Computed, not measured: one molecule with the formula C7H8O, with wB97M-V/def2-TZVPD.

Computed properties:
Relative energy (zero: lowest compared OMol25 entry of this formula, charge and spin): 24.06 kcal per mole
F_max: 0.032 hartree/bohr
HOMO-LUMO gap: 0.3748 Eh
E_HOMO: -9.25 eV

Atoms and positions in Å:
C: 1.442 0.275 -0.017
C: 0.612 -0.965 0.065
C: -0.288 -0.586 1.205
C: -0.772 0.755 0.698
C: -0.716 0.665 -0.821
C: -0.292 -0.761 -1.171
C: 0.408 1.362 -0.041
H: 1.164 -1.937 0.152
H: 0.248 -0.524 2.157
H: -1.123 -1.272 1.357
H: -1.540 1.337 1.204
H: -1.457 1.190 -1.446
H: 0.287 -0.834 -2.112
H: -1.162 -1.415 -1.083
H: 0.546 2.434 -0.125
O: 2.643 0.277 -0.022

Mulliken population analysis, charges in e, atoms 1 to 5: number 1, C, carries 0.372; number 2, C, carries -0.434; number 3, C, carries -0.697; number 4, C, carries -0.337; number 5, C, carries -0.348